# 1
The following is a quantum chemistry calculation of a molecular structure, C43H33CoF5IN2P2S, from the OMol25 dataset.

Computed properties:
Orbital gap (spin up / spin down) in eV: 5.997 / 6.156
Total charge: +2
Total energy in hartree: -5027.9852

Atoms and positions in Å:
Co: 0.598 -0.678 -0.622
F: 2.025 -4.158 -5.982
C: 2.037 -3.724 -4.740
C: 1.321 -2.582 -4.398
F: 0.619 -1.913 -5.301
C: 1.361 -2.174 -3.084
F: 0.658 -1.044 -2.718
C: 2.060 -2.820 -2.086
S: 2.089 -2.187 -0.441
C: 2.770 -3.959 -2.456
F: 3.469 -4.627 -1.552
C: 2.759 -4.410 -3.768
F: 3.432 -5.493 -4.100
C: -0.718 2.526 0.131
N: -0.637 1.948 1.448
C: 0.698 1.639 1.876
P: 1.051 -0.136 1.521
C: 2.740 -0.444 2.029
C: 3.034 -1.552 2.824
C: 4.344 -1.798 3.201
C: 5.355 -0.937 2.798
C: 5.064 0.172 2.014
C: 3.759 0.421 1.624
C: -0.100 -1.041 2.584
C: -0.938 -2.006 1.809
C: -2.236 -2.578 2.434
C: -2.517 -2.041 3.802
C: -1.689 -1.207 4.434
C: -0.478 -0.658 3.807
C: -1.676 2.186 2.394
C: -2.997 1.915 2.038
C: -4.024 2.114 2.948
C: -3.747 2.565 4.230
C: -2.436 2.846 4.583
C: -1.406 2.673 3.671
P: -0.021 1.419 -1.193
C: -1.243 1.342 -2.514
C: -0.863 1.368 -3.854
C: -1.821 1.217 -4.846
C: -3.154 1.037 -4.507
C: -3.539 1.008 -3.172
C: -2.587 1.156 -2.178
C: 1.438 2.262 -1.826
C: 2.688 1.650 -1.772
C: 3.816 2.328 -2.214
C: 3.695 3.616 -2.711
C: 2.449 4.231 -2.772
C: 1.322 3.560 -2.332
H: -0.143 3.461 0.059
H: -1.751 2.759 -0.116
H: 0.809 1.727 2.955
H: 1.454 2.290 1.425
H: 2.244 -2.216 3.153
H: 4.574 -2.658 3.815
H: 6.376 -1.127 3.103
H: 5.855 0.845 1.710
H: 3.547 1.285 1.005
H: -0.334 -2.773 1.320
H: -2.267 -3.668 2.446
H: -3.413 -2.388 4.303
H: -1.921 -0.873 5.436
H: 0.052 0.115 4.351
H: -3.232 1.558 1.042
H: -5.045 1.911 2.653
H: -4.548 2.714 4.941
H: -2.212 3.228 5.570
H: -0.400 2.950 3.956
H: 0.176 1.506 -4.128
H: -1.523 1.244 -5.885
H: -3.897 0.927 -5.284
H: -4.579 0.876 -2.909
H: -2.896 1.133 -1.139
H: 2.796 0.637 -1.395
H: 4.784 1.848 -2.174
H: 4.572 4.145 -3.058
H: 2.358 5.234 -3.166
H: 0.354 4.044 -2.389
I: -3.707 -4.119 -2.580
C: -3.006 -2.918 -1.040
C: -3.552 -2.894 0.179
C: -3.051 -1.966 1.235
C: -1.775 -1.214 0.802
N: -1.234 -1.341 -0.537
C: -1.819 -2.114 -1.367
H: -4.405 -3.522 0.411
H: -3.857 -1.304 1.559
H: -1.809 -0.151 1.041
H: -1.401 -2.223 -2.362

Want to see where the charge sits? The Löwdin charges in e are:
1. Co 0.04
2. F 0.18
3. C -0.12
4. C -0.13
5. F 0.15
6. C -0.19
7. F -0.01
8. C -0.43
9. S 0.90
10. C -0.22
11. F 0.13
12. C -0.12
13. F 0.17
14. C -0.23
15. N -0.21
16. C -0.26
17. P 1.05
18. C -0.41
19. C -0.09
20. C -0.04
21. C -0.04
22. C -0.05
23. C -0.09
24. C -0.29
25. C -0.20
26. C -0.15
27. C -0.01
28. C -0.03
29. C -0.03
30. C -0.24
31. C -0.04
32. C -0.06
33. C -0.07
34. C -0.06
35. C -0.03
36. P 1.09
37. C -0.35
38. C -0.08
39. C -0.04
40. C -0.04
41. C -0.05
42. C -0.10
43. C -0.37
44. C -0.10
45. C -0.05
46. C -0.04
47. C -0.04
48. C -0.08
49. H 0.11
50. H 0.10
51. H 0.09
52. H 0.11
53. H 0.11
54. H 0.12
55. H 0.12
56. H 0.12
57. H 0.09
58. H 0.14
59. H 0.16
60. H 0.13
61. H 0.12
62. H 0.12
63. H 0.09
64. H 0.11
65. H 0.11
66. H 0.12
67. H 0.11
68. H 0.11
69. H 0.12
70. H 0.12
71. H 0.12
72. H 0.09
73. H 0.07
74. H 0.12
75. H 0.12
76. H 0.12
77. H 0.12
78. I 0.98
79. C -0.70
80. C -0.06
81. C -0.14
82. C -0.24
83. N 0.01
84. C -0.14
85. H 0.12
86. H 0.16
87. H 0.12
88. H 0.10

# 2
The following is a quantum chemistry calculation of 4 unconnected molecules or ions with the total composition C35H67ClF12N2O11P2S, from the OMol25 dataset.

Computed properties:
Orbital gap in eV: 9.388
Total charge: 0
Total energy in hartree: -5050.3253

Atoms and positions in Å:
C: -4.888 -0.461 4.453
C: -3.674 -1.253 3.989
O: -2.995 -0.587 2.905
P: -3.531 -0.838 1.434
O: -4.456 0.212 0.981
C: -2.067 -0.789 0.388
C: -1.801 0.697 0.042
N: -0.457 0.851 -0.466
C: 0.470 1.815 -0.020
C: 0.227 2.353 1.391
C: -0.109 1.320 2.439
O: -0.242 0.149 2.347
Cl: -0.431 2.090 4.044
C: 0.676 2.990 -1.090
O: 1.684 3.789 -0.523
C: 1.749 5.204 -0.597
C: 1.039 6.105 0.453
C: 0.094 7.127 -0.211
C: 2.103 6.886 1.249
C: 2.622 6.189 2.493
C: 3.855 6.960 2.992
C: 1.599 6.152 3.612
O: 1.279 2.502 -2.248
C: 0.597 2.110 -3.408
P: -0.317 0.472 -3.494
N: 0.479 -0.837 -3.205
C: 1.699 2.094 -4.520
F: 1.719 3.243 -5.211
F: 2.901 1.880 -3.970
F: 1.491 1.099 -5.408
C: -0.624 3.740 -1.412
F: -1.563 2.880 -1.872
F: -1.184 4.278 -0.294
C: -0.562 4.931 -2.428
F: -1.640 4.882 -3.232
F: 0.536 4.947 -3.204
S: 2.077 0.800 0.096
O: 2.722 0.698 -1.174
O: 1.764 -0.503 0.609
C: 3.390 1.450 1.253
F: 4.484 0.794 0.820
F: 3.665 2.762 1.107
C: 3.298 1.172 2.799
F: 2.741 2.205 3.448
F: 2.694 0.036 3.126
F: 4.572 1.098 3.242
O: -4.215 -2.273 1.338
C: -5.563 -2.327 0.828
C: -5.960 -3.796 0.743
H: -4.535 0.309 5.127
H: -5.405 0.004 3.625
H: -5.527 -1.109 5.040
H: -3.904 -2.288 3.774
H: -2.966 -1.262 4.807
H: -2.266 -1.329 -0.532
H: -1.198 -1.243 0.850
H: -2.536 0.925 -0.722
H: -2.071 1.309 0.892
H: -0.071 0.040 -0.925
H: -0.600 3.050 1.439
H: 1.059 2.924 1.784
H: 1.541 5.636 -1.571
H: 2.797 5.435 -0.459
H: 0.446 5.538 1.159
H: -0.941 6.813 -0.114
H: 0.269 7.231 -1.278
H: 0.156 8.112 0.228
H: 1.703 7.839 1.584
H: 2.937 7.144 0.601
H: 2.995 5.212 2.200
H: 3.652 8.024 2.939
H: 4.081 6.684 4.014
H: 4.714 6.702 2.385
H: 0.576 6.070 3.265
H: 1.658 7.087 4.162
H: 1.845 5.370 4.315
H: -0.126 2.816 -3.816
H: -0.851 0.495 -4.797
H: -1.436 0.699 -2.672
H: 0.479 -1.424 -4.027
H: -0.622 5.867 -1.886
H: -5.629 -1.898 -0.159
H: -6.233 -1.792 1.484
H: -5.895 -4.098 -0.296
H: -5.277 -4.419 1.304
H: -6.988 -3.936 1.042
C: 0.554 -2.596 -9.962
C: 0.407 -1.674 -8.764
O: 0.784 -2.261 -7.533
C: 2.129 -2.701 -7.439
C: 3.154 -1.598 -7.630
H: -0.027 -3.507 -9.815
H: 0.201 -2.097 -10.865
H: 1.592 -2.888 -10.128
H: -0.642 -1.401 -8.646
H: 0.956 -0.739 -8.925
H: 2.312 -3.527 -8.135
H: 2.228 -3.115 -6.435
H: 3.104 -1.156 -8.626
H: 4.161 -1.990 -7.491
H: 2.987 -0.800 -6.905
C: 3.475 -4.978 5.744
C: 1.990 -5.283 5.645
O: 1.157 -4.278 6.190
C: 1.265 -2.994 5.600
C: 0.933 -2.959 4.119
H: 3.762 -4.811 6.783
H: 4.057 -5.813 5.351
H: 3.749 -4.087 5.177
H: 1.768 -6.185 6.214
H: 1.708 -5.492 4.607
H: 2.260 -2.572 5.783
H: 0.559 -2.365 6.143
H: 1.623 -3.565 3.531
H: 0.986 -1.937 3.746
H: -0.074 -3.341 3.943
C: -1.727 -4.769 -0.171
C: -2.178 -5.359 1.154
O: -3.189 -6.345 1.025
C: -2.850 -7.486 0.259
C: -1.665 -8.267 0.800
H: -2.576 -4.337 -0.703
H: -0.986 -3.987 -0.001
H: -1.275 -5.518 -0.822
H: -2.610 -4.565 1.765
H: -1.326 -5.757 1.714
H: -2.686 -7.208 -0.788
H: -3.737 -8.120 0.276
H: -0.748 -7.677 0.792
H: -1.493 -9.156 0.194
H: -1.851 -8.576 1.830

Results of the Löwdin charge analysis, in e, for atoms 1 through 99:
1. C -0.06
2. C -0.25
3. O -0.19
4. P 0.48
5. O -0.25
6. C -0.17
7. C -0.23
8. N -0.02
9. C -0.31
10. C -0.12
11. C -0.76
12. O 0.05
13. Cl 0.67
14. C -0.33
15. O -0.01
16. C -0.11
17. C -0.29
18. C -0.06
19. C -0.17
20. C -0.43
21. C -0.07
22. C -0.06
23. O -0.02
24. C -0.29
25. P 0.80
26. N -0.25
27. C -0.59
28. F 0.15
29. F 0.17
30. F 0.09
31. C -0.33
32. F 0.11
33. F 0.13
34. C -0.29
35. F 0.11
36. F 0.10
37. S 0.82
38. O -0.23
39. O -0.25
40. C -0.43
41. F 0.12
42. F 0.12
43. C -0.54
44. F 0.14
45. F 0.18
46. F 0.16
47. O -0.22
48. C -0.25
49. C -0.05
50. H 0.07
51. H 0.07
52. H 0.08
53. H 0.11
54. H 0.11
55. H 0.10
56. H 0.09
57. H 0.10
58. H 0.11
59. H 0.08
60. H 0.12
61. H 0.11
62. H 0.11
63. H 0.13
64. H 0.11
65. H 0.08
66. H 0.07
67. H 0.08
68. H 0.11
69. H 0.12
70. H 0.12
71. H 0.08
72. H 0.08
73. H 0.08
74. H 0.07
75. H 0.08
76. H 0.08
77. H 0.11
78. H 0.03
79. H 0.00
80. H -0.03
81. H 0.11
82. H 0.11
83. H 0.11
84. H 0.07
85. H 0.07
86. H 0.07
87. C -0.08
88. C -0.29
89. O -0.17
90. C -0.28
91. C -0.07
92. H 0.08
93. H 0.08
94. H 0.07
95. H 0.12
96. H 0.11
97. H 0.11
98. H 0.12
99. H 0.07

# 3
The following is a quantum chemistry calculation of 9 unconnected molecules or ions with the total composition C8H30B4N9O22P, from the OMol25 dataset.

Computed properties:
Orbital gap in eV: 7.830
Total charge: 0
Total energy in hartree: -2911.1207

Atoms and positions in Å:
N: -2.501 -0.123 -1.917
B: -1.631 0.706 -2.878
O: -0.834 0.049 -3.957
B: -1.663 2.353 -2.667
O: -0.910 3.068 -1.577
B: -1.190 4.539 -1.731
O: -2.590 5.091 -1.802
B: -3.325 3.992 -2.517
P: -5.137 3.478 -2.179
O: -5.083 2.436 -0.767
O: -5.725 2.537 -3.561
O: -2.496 3.257 -3.537
H: -2.259 0.280 -0.966
H: -3.503 0.144 -2.145
H: -0.068 0.659 -4.206
H: -0.311 5.332 -1.858
H: -6.019 2.118 -0.590
H: -6.562 2.081 -3.196
C: -4.481 -2.758 1.142
N: -4.893 -1.377 0.769
O: -4.985 -1.120 -0.437
O: -5.113 -0.591 1.698
H: -4.322 -3.337 0.230
H: -3.556 -2.681 1.717
H: -5.286 -3.191 1.739
C: 0.812 -2.879 -1.054
N: -0.041 -2.262 -0.002
O: -0.438 -2.999 0.909
O: -0.287 -1.057 -0.120
H: 0.946 -3.938 -0.824
H: 0.299 -2.754 -2.009
H: 1.772 -2.359 -1.047
C: -0.388 -0.620 3.390
N: -1.241 -0.003 4.442
O: -1.638 -0.739 5.352
O: -1.487 1.203 4.324
H: -0.254 -1.679 3.620
H: -0.901 -0.495 2.435
H: 0.572 -0.099 3.397
C: 2.413 -3.968 5.139
N: 2.014 -2.855 4.236
O: 1.814 -3.135 3.048
O: 1.914 -1.733 4.744
H: 2.462 -4.893 4.561
H: 3.392 -3.721 5.555
H: 1.656 -4.043 5.923
C: 2.937 -1.794 -4.685
N: 2.709 -0.919 -3.503
O: 2.183 0.181 -3.706
O: 3.064 -1.363 -2.405
H: 2.579 -1.280 -5.579
H: 4.011 -1.982 -4.753
H: 2.381 -2.719 -4.523
C: 2.924 6.647 -1.578
N: 2.043 7.169 -2.658
O: 1.073 7.856 -2.315
O: 2.350 6.875 -3.819
H: 2.536 6.982 -0.614
H: 2.912 5.558 -1.641
H: 3.926 7.045 -1.750
C: 0.977 4.080 -4.665
N: 1.795 3.283 -5.619
O: 1.235 2.343 -6.196
O: 2.975 3.622 -5.760
H: -0.035 3.672 -4.641
H: 1.448 4.004 -3.683
H: 0.968 5.112 -5.022
C: 3.613 -7.102 8.723
N: 3.214 -5.989 7.819
O: 3.014 -6.269 6.631
O: 3.114 -4.867 8.328
H: 3.662 -8.027 8.144
H: 4.592 -6.855 9.138
H: 2.856 -7.177 9.506

Want to see where the charge sits? The Löwdin charges in e are:
1. N 0.11
2. B -0.31
3. O 0.03
4. B -0.30
5. O 0.10
6. B -0.17
7. O 0.10
8. B -0.48
9. P 0.98
10. O -0.35
11. O -0.36
12. O 0.08
13. H 0.08
14. H 0.08
15. H 0.07
16. H 0.10
17. H 0.07
18. H 0.07
19. C 0.04
20. N -0.42
21. O 0.03
22. O 0.05
23. H 0.10
24. H 0.10
25. H 0.10
26. C 0.05
27. N -0.39
28. O 0.04
29. O 0.04
30. H 0.10
31. H 0.11
32. H 0.07
33. C 0.02
34. N -0.42
35. O 0.04
36. O 0.05
37. H 0.07
38. H 0.08
39. H 0.10
40. C 0.02
41. N -0.41
42. O 0.05
43. O 0.04
44. H 0.09
45. H 0.10
46. H 0.10
47. C 0.05
48. N -0.39
49. O 0.05
50. O 0.03
51. H 0.10
52. H 0.10
53. H 0.10
54. C 0.04
55. N -0.42
56. O 0.05
57. O 0.04
58. H 0.10
59. H 0.10
60. H 0.10
61. C 0.05
62. N -0.41
63. O 0.05
64. O 0.06
65. H 0.09
66. H 0.10
67. H 0.10
68. C 0.04
69. N -0.41
70. O 0.04
71. O 0.06
72. H 0.10
73. H 0.10
74. H 0.10

# 4
The following is a quantum chemistry calculation of a single C20H18N4O4 molecule, from the OMol25 dataset.

Computed properties:
Orbital gap in eV: 7.188
Total charge: 0
Total energy in hartree: -1292.8785

Atoms and positions in Å:
O: 1.826 -3.732 3.294
C: 1.674 -3.014 2.318
N: 2.676 -2.837 1.388
C: 4.048 -3.299 1.559
C: 4.300 -4.653 0.876
C: 3.475 -5.751 1.533
O: 3.570 -5.630 2.945
N: 0.502 -2.306 2.257
C: 0.068 -1.572 1.126
C: 0.182 -1.995 -0.197
C: -0.274 -1.191 -1.240
C: -0.822 0.057 -0.981
N: -1.321 0.816 -1.981
C: -1.804 2.066 -1.647
C: -2.591 2.815 -2.654
C: -2.566 2.452 -3.980
C: -3.470 3.256 -4.691
C: -4.052 4.062 -3.766
O: -3.495 3.852 -2.511
C: -1.669 2.586 -0.316
C: -1.983 3.989 0.136
C: -1.719 5.210 -0.473
C: -2.076 6.204 0.491
C: -2.620 5.584 1.573
O: -2.512 4.231 1.375
N: -1.246 1.786 0.687
C: -0.849 0.530 0.342
C: -0.484 -0.325 1.408
H: 2.452 -2.137 0.687
H: 4.275 -3.362 2.642
H: 4.687 -2.516 1.138
H: 5.353 -4.890 0.973
H: 4.081 -4.594 -0.201
H: 2.421 -5.693 1.241
H: 3.851 -6.737 1.217
H: 2.896 -4.967 3.262
H: 0.123 -2.032 3.134
H: 0.662 -2.939 -0.428
H: -0.195 -1.563 -2.279
H: -1.997 1.596 -4.339
H: -3.688 3.150 -5.747
H: -4.867 4.761 -3.998
H: -1.297 5.332 -1.460
H: -1.967 7.303 0.409
H: -3.040 6.071 2.465
H: -0.518 0.028 2.409

Want to see where the charge sits? The natural (NBO) charges in e are:
1. O -0.67
2. C 0.80
3. N -0.64
4. C -0.22
5. C -0.43
6. C -0.07
7. O -0.77
8. N -0.62
9. C 0.14
10. C -0.25
11. C -0.19
12. C 0.16
13. N -0.40
14. C 0.21
15. C 0.18
16. C -0.24
17. C -0.32
18. C 0.11
19. O -0.40
20. C 0.14
21. C 0.23
22. C -0.26
23. C -0.31
24. C 0.09
25. O -0.39
26. N -0.34
27. C 0.10
28. C -0.21
29. H 0.40
30. H 0.23
31. H 0.20
32. H 0.21
33. H 0.20
34. H 0.16
35. H 0.18
36. H 0.50
37. H 0.42
38. H 0.23
39. H 0.23
40. H 0.24
41. H 0.24
42. H 0.22
43. H 0.23
44. H 0.23
45. H 0.22
46. H 0.22

total energy of number 4 (C20H18N4O4)? -1292.8785 hartree

Which of these has the highest total charge? C43H33CoF5IN2P2S

What is the formula in the first record? C43H33CoF5IN2P2S

Look up the total energy of the first one. -5027.9852 hartree